ORCA calculation (ωB97M-V with the def2-TZVPD basis set) on C23H52P4SY as an isolated structure.

```
81
C23H52P4SY, DFT ωB97M-V with the def2-TZVPD basis set
Y -0.537 -0.762 -0.410
S -2.306 -1.235 -2.009
P 1.999 0.547 -1.526
P -0.420 1.306 1.479
P -2.879 -1.504 1.130
P 1.046 -2.795 0.506
C 2.123 -0.908 -3.963
C 0.315 -3.741 1.887
C -2.998 -1.575 2.961
C 1.270 -4.073 -0.786
C 1.935 2.121 -2.533
C -3.456 -1.382 -3.240
C 3.260 2.597 -3.121
C 3.275 1.044 -0.260
C -1.994 2.113 1.962
C 4.739 0.699 -0.543
C -3.819 -2.654 -3.740
C -4.124 -0.227 -3.693
C 0.125 0.580 3.088
C -1.671 3.481 -2.799
C -1.582 2.824 -3.964
C -4.387 -0.523 0.743
C 0.661 2.776 1.375
C -3.559 -3.154 0.696
C -4.918 -2.768 -4.585
C 2.758 -2.497 1.064
C -5.617 -1.617 -4.987
C 2.915 -0.576 -2.696
C -5.206 -0.348 -4.544
H 5.356 0.964 0.328
H 5.147 1.251 -1.401
H 2.739 -1.524 -4.632
H 2.957 0.552 0.675
H 3.381 -2.143 0.229
H -0.705 -4.073 1.638
H -2.745 1.397 2.323
H 1.508 2.901 -1.881
H -4.394 0.405 1.328
H -2.410 2.641 1.092
H -0.590 -0.727 -2.299
H 1.830 -3.656 -1.638
H 2.758 -1.729 1.852
H 3.172 2.130 -0.094
H -2.458 2.331 -4.394
H -6.492 -1.712 -5.632
H 0.958 -4.612 2.081
H -1.771 2.843 2.754
H 0.159 1.374 3.850
H -5.237 -3.757 -4.933
H 1.681 2.534 1.701
H 0.254 3.577 2.011
H 4.881 -0.374 -0.726
H -2.850 -3.938 0.996
H -2.586 3.441 -2.194
H -3.745 -3.234 -0.385
H 3.136 -1.505 -2.143
H 3.163 -3.438 1.464
H 1.199 1.948 -3.333
H -0.558 -0.217 3.414
H -3.259 -3.523 -3.405
H -3.799 0.745 -3.320
H -0.836 4.059 -2.388
H 1.128 0.142 2.974
H 0.705 3.132 0.336
H 0.268 -3.107 2.784
H 1.209 -1.478 -3.748
H 3.076 3.474 -3.752
H -0.646 2.751 -4.525
H 1.823 -4.916 -0.347
H -2.950 -0.566 3.388
H 1.837 -0.011 -4.529
H -4.507 -3.274 1.244
H -5.749 0.553 -4.859
H -3.952 -2.042 3.248
H 0.287 -4.413 -1.147
H -4.429 -0.271 -0.325
H -2.173 -2.175 3.368
H 3.887 -0.127 -2.964
H -5.269 -1.127 1.002
H 3.730 1.840 -3.758
H 3.990 2.902 -2.361
```

The value obtained for the HOMO-LUMO gap is 6.3 eV. Its HOMO energy is -17.2 eV. As for the net charge: +3. Its total energy is -2708.52844 Ha.

ORCA calculation (ωB97M-V with the def2-TZVPD basis set) on a 8-piece molecular cluster, C23H53Br2N7O7 overall.

```
92
C23H53Br2N7O7, DFT ωB97M-V with the def2-TZVPD basis set
Br 3.596 -7.293 7.027
Br 3.755 -2.745 6.302
O 4.775 2.531 -2.144
O 0.307 -1.581 -2.504
O 0.630 -9.855 -1.992
O -3.623 2.054 7.285
O 0.856 8.413 0.461
O -9.826 2.030 -0.343
O 4.553 3.717 -9.741
N 1.060 7.316 -1.586
N -8.723 2.851 1.413
N 5.542 1.706 -0.192
N 3.164 2.210 -8.817
N -0.721 -10.804 -3.469
N -0.682 -0.954 -0.627
N -2.038 1.411 8.754
C -3.046 2.104 8.430
C -0.221 -9.712 -2.845
C -0.074 -0.714 -1.793
C 1.525 8.010 -0.480
C 3.229 -4.652 6.042
C -1.456 -10.645 -4.764
C 1.830 7.126 -2.783
C 3.809 3.387 -8.819
C 5.445 1.735 -1.529
C -0.341 6.902 -1.715
C -1.332 0.499 7.878
C -8.817 2.081 0.310
C -0.383 -12.097 -3.022
C 4.649 2.595 0.606
C 3.593 1.157 -9.763
C -9.850 3.545 1.959
C -1.187 0.136 0.246
C -1.475 1.582 10.014
C 4.315 -5.487 6.718
C 2.043 1.835 -7.922
C -7.517 3.042 2.190
C 6.466 0.756 0.487
C -0.983 -2.279 -0.037
H 1.449 7.825 -3.528
H 3.146 -4.880 4.979
H -0.983 1.125 -0.164
H 2.612 8.172 -0.544
H -1.192 -0.495 8.303
H 3.981 3.326 0.150
H -0.348 0.945 7.735
H 2.134 0.787 -7.637
H -0.914 0.100 1.300
H -1.066 -12.908 -2.769
H -1.515 -11.638 -5.211
H -7.334 4.061 2.529
H -9.504 4.554 2.184
H 4.326 1.468 -10.507
H 0.055 0.353 -2.032
H -0.670 7.370 -2.642
H -0.547 2.142 10.134
H 2.297 -5.017 6.473
H -0.678 -2.296 1.009
H 5.242 -5.442 6.146
H -6.603 2.932 1.607
H -0.927 7.161 -0.833
H -7.448 2.335 3.017
H -2.154 2.111 10.683
H 6.059 0.407 1.436
H -10.205 3.143 2.908
H 0.053 -12.458 -3.953
H -2.269 0.006 0.257
H -10.743 3.597 1.337
H 6.698 -0.094 -0.155
H 3.929 0.159 -9.484
H -2.517 -10.398 -4.720
H -3.402 2.789 9.214
H 0.328 -12.216 -2.204
H -0.468 -8.755 -3.331
H 7.402 1.282 0.674
H 1.684 6.134 -3.211
H 1.045 2.011 -8.323
H -1.297 0.574 10.390
H -1.691 0.435 6.851
H 4.406 -5.079 7.724
H -2.044 -2.461 0.137
H -1.114 -10.075 -5.627
H 3.537 3.959 -7.918
H 5.920 0.830 -1.940
H 5.287 3.300 1.138
H -7.814 1.648 0.172
H 4.159 1.996 1.373
H -0.361 5.818 -1.823
H 2.741 0.805 -10.344
H -0.500 -3.168 -0.444
H 2.904 7.271 -2.665
H 2.069 2.531 -7.084
```

The value obtained for the HOMO-LUMO gap is 9.2 eV. Its HOMO energy is -9.2 eV. Its total energy is -6966.00104 Ha.

> Among the records above, which one has the lowest HOMO-LUMO gap?

C23H52P4SY

What did the second record say?
ORCA calculation (ωB97M-V with the def2-TZVPD basis set) on a 8-piece molecular cluster, C23H53Br2N7O7 overall.

```
92
C23H53Br2N7O7, DFT ωB97M-V with the def2-TZVPD basis set
Br 3.596 -7.293 7.027
Br 3.755 -2.745 6.302
O 4.775 2.531 -2.144
O 0.307 -1.581 -2.504
O 0.630 -9.855 -1.992
O -3.623 2.054 7.285
O 0.856 8.413 0.461
O -9.826 2.030 -0.343
O 4.553 3.717 -9.741
N 1.060 7.316 -1.586
N -8.723 2.851 1.413
N 5.542 1.706 -0.192
N 3.164 2.210 -8.817
N -0.721 -10.804 -3.469
N -0.682 -0.954 -0.627
N -2.038 1.411 8.754
C -3.046 2.104 8.430
C -0.221 -9.712 -2.845
C -0.074 -0.714 -1.793
C 1.525 8.010 -0.480
C 3.229 -4.652 6.042
C -1.456 -10.645 -4.764
C 1.830 7.126 -2.783
C 3.809 3.387 -8.819
C 5.445 1.735 -1.529
C -0.341 6.902 -1.715
C -1.332 0.499 7.878
C -8.817 2.081 0.310
C -0.383 -12.097 -3.022
C 4.649 2.595 0.606
C 3.593 1.157 -9.763
C -9.850 3.545 1.959
C -1.187 0.136 0.246
C -1.475 1.582 10.014
C 4.315 -5.487 6.718
C 2.043 1.835 -7.922
C -7.517 3.042 2.190
C 6.466 0.756 0.487
C -0.983 -2.279 -0.037
H 1.449 7.825 -3.528
H 3.146 -4.880 4.979
H -0.983 1.125 -0.164
H 2.612 8.172 -0.544
H -1.192 -0.495 8.303
H 3.981 3.326 0.150
H -0.348 0.945 7.735
H 2.134 0.787 -7.637
H -0.914 0.100 1.300
H -1.066 -12.908 -2.769
H -1.515 -11.638 -5.211
H -7.334 4.061 2.529
H -9.504 4.554 2.184
H 4.326 1.468 -10.507
H 0.055 0.353 -2.032
H -0.670 7.370 -2.642
H -0.547 2.142 10.134
H 2.297 -5.017 6.473
H -0.678 -2.296 1.009
H 5.242 -5.442 6.146
H -6.603 2.932 1.607
H -0.927 7.161 -0.833
H -7.448 2.335 3.017
H -2.154 2.111 10.683
H 6.059 0.407 1.436
H -10.205 3.143 2.908
H 0.053 -12.458 -3.953
H -2.269 0.006 0.257
H -10.743 3.597 1.337
H 6.698 -0.094 -0.155
H 3.929 0.159 -9.484
H -2.517 -10.398 -4.720
H -3.402 2.789 9.214
H 0.328 -12.216 -2.204
H -0.468 -8.755 -3.331
H 7.402 1.282 0.674
H 1.684 6.134 -3.211
H 1.045 2.011 -8.323
H -1.297 0.574 10.390
H -1.691 0.435 6.851
H 4.406 -5.079 7.724
H -2.044 -2.461 0.137
H -1.114 -10.075 -5.627
H 3.537 3.959 -7.918
H 5.920 0.830 -1.940
H 5.287 3.300 1.138
H -7.814 1.648 0.172
H 4.159 1.996 1.373
H -0.361 5.818 -1.823
H 2.741 0.805 -10.344
H -0.500 -3.168 -0.444
H 2.904 7.271 -2.665
H 2.069 2.531 -7.084
```

The value obtained for the HOMO-LUMO gap is 9.2 eV. Its HOMO energy is -9.2 eV. Its total energy is -6966.00104 Ha.

Copy entry 1 word for word.
ORCA calculation (ωB97M-V with the def2-TZVPD basis set) on C23H52P4SY as an isolated structure.

```
81
C23H52P4SY, DFT ωB97M-V with the def2-TZVPD basis set
Y -0.537 -0.762 -0.410
S -2.306 -1.235 -2.009
P 1.999 0.547 -1.526
P -0.420 1.306 1.479
P -2.879 -1.504 1.130
P 1.046 -2.795 0.506
C 2.123 -0.908 -3.963
C 0.315 -3.741 1.887
C -2.998 -1.575 2.961
C 1.270 -4.073 -0.786
C 1.935 2.121 -2.533
C -3.456 -1.382 -3.240
C 3.260 2.597 -3.121
C 3.275 1.044 -0.260
C -1.994 2.113 1.962
C 4.739 0.699 -0.543
C -3.819 -2.654 -3.740
C -4.124 -0.227 -3.693
C 0.125 0.580 3.088
C -1.671 3.481 -2.799
C -1.582 2.824 -3.964
C -4.387 -0.523 0.743
C 0.661 2.776 1.375
C -3.559 -3.154 0.696
C -4.918 -2.768 -4.585
C 2.758 -2.497 1.064
C -5.617 -1.617 -4.987
C 2.915 -0.576 -2.696
C -5.206 -0.348 -4.544
H 5.356 0.964 0.328
H 5.147 1.251 -1.401
H 2.739 -1.524 -4.632
H 2.957 0.552 0.675
H 3.381 -2.143 0.229
H -0.705 -4.073 1.638
H -2.745 1.397 2.323
H 1.508 2.901 -1.881
H -4.394 0.405 1.328
H -2.410 2.641 1.092
H -0.590 -0.727 -2.299
H 1.830 -3.656 -1.638
H 2.758 -1.729 1.852
H 3.172 2.130 -0.094
H -2.458 2.331 -4.394
H -6.492 -1.712 -5.632
H 0.958 -4.612 2.081
H -1.771 2.843 2.754
H 0.159 1.374 3.850
H -5.237 -3.757 -4.933
H 1.681 2.534 1.701
H 0.254 3.577 2.011
H 4.881 -0.374 -0.726
H -2.850 -3.938 0.996
H -2.586 3.441 -2.194
H -3.745 -3.234 -0.385
H 3.136 -1.505 -2.143
H 3.163 -3.438 1.464
H 1.199 1.948 -3.333
H -0.558 -0.217 3.414
H -3.259 -3.523 -3.405
H -3.799 0.745 -3.320
H -0.836 4.059 -2.388
H 1.128 0.142 2.974
H 0.705 3.132 0.336
H 0.268 -3.107 2.784
H 1.209 -1.478 -3.748
H 3.076 3.474 -3.752
H -0.646 2.751 -4.525
H 1.823 -4.916 -0.347
H -2.950 -0.566 3.388
H 1.837 -0.011 -4.529
H -4.507 -3.274 1.244
H -5.749 0.553 -4.859
H -3.952 -2.042 3.248
H 0.287 -4.413 -1.147
H -4.429 -0.271 -0.325
H -2.173 -2.175 3.368
H 3.887 -0.127 -2.964
H -5.269 -1.127 1.002
H 3.730 1.840 -3.758
H 3.990 2.902 -2.361
```

The value obtained for the HOMO-LUMO gap is 6.3 eV. Its HOMO energy is -17.2 eV. As for the net charge: +3. Its total energy is -2708.52844 Ha.

> Which value of HOMO-LUMO gap does entry 1 give?

6.3 eV